(1)
Density functional theory data (ωB97M-V with the def2-TZVPD basis set) for a single C5H10O molecule.

Element x y z (Å)
C -0.28910 2.65475 -0.04298
O 0.05732 1.46218 -0.66400
C -0.26127 0.44160 0.22294
C -0.12433 -0.88318 -0.52140
C -0.24574 -2.15286 0.26234
C 1.06294 -1.83056 -0.39077
H -1.30803 2.38564 0.49284
H 0.41064 2.90849 0.77248
H -0.20787 3.42788 -0.82727
H 0.39594 0.46848 1.11436
H -1.32357 0.84468 0.68881
H -0.56656 -0.86880 -1.51699
H -0.86380 -2.94851 -0.13801
H -0.29953 -2.03186 1.34060
H 1.90955 -1.56024 0.23436
H 1.34763 -2.43030 -1.25801

Computed properties:
Spin multiplicity   1
DFT total energy   -7392.35360 eV
HOMO energy   -9.8 eV
Structure (SMILES)   COCC1CC1
HOMO-LUMO gap   0.40337 hartree

The Löwdin scheme yields these atomic charges, measured in e:
1. C -0.14
2. O -0.19
3. C -0.24
4. C -0.26
5. C -0.14
6. C -0.11
7. H 0.10
8. H 0.09
9. H 0.10
10. H 0.13
11. H 0.14
12. H 0.14
13. H 0.10
14. H 0.10
15. H 0.10
16. H 0.10



(2)
Density functional theory data (ωB97M-V with the def2-TZVPD basis set) for a gas-phase ion, C2H3O2Se (charge -1).

Element x y z (Å)
O 1.21197 -1.69608 0.08535
C 1.18631 -0.51810 0.01518
Se 2.48985 0.71657 0.24475
C -0.44242 0.34016 -0.03677
O -1.98284 0.06656 -0.36534
H -0.16029 0.67243 0.92090
H -0.19754 1.26363 -0.66010
H -2.10505 -0.84516 -0.20397

Computed properties:
Spin multiplicity   1
DFT total energy   -71563.19254 eV
HOMO energy   -3.5 eV
Structure (SMILES)   [O-]C(=[Se])CO
Total charge   -1
HOMO-LUMO gap   0.26495 hartree

The Löwdin scheme yields these atomic charges, measured in e:
1. O -0.09
2. C -1.03
3. Se 0.40
4. C -0.16
5. O -0.16
6. H -0.01
7. H 0.05
8. H 0.00



(3)
Density functional theory data (ωB97M-V with the def2-TZVPD basis set) for a molecular structure, C17H21BN6O3PtS.

Element x y z (Å)
H 0.76127 -2.73224 1.43870
N 1.49795 -2.44075 -0.46707
B 2.75466 -2.50137 -2.72152
N 2.37096 -3.06871 -1.32087
C 2.77657 -4.20955 -0.74706
Pt 0.95607 -0.54435 -0.76402
H 3.40322 -4.82359 -1.37153
C 2.21949 -4.27376 0.53260
H 2.36350 -5.06536 1.24348
C 1.42810 -3.14133 0.69145
H 3.35604 -3.29536 -3.42004
C -0.32566 4.16838 -0.06216
H -1.39672 4.13494 -0.26741
H 0.09537 3.25179 -0.55504
H 0.10895 5.11257 -0.46129
N 3.41731 -1.11427 -2.44851
N 1.37007 -2.08609 -3.28717
N 2.71344 -0.24289 -1.67052
N 0.47880 -1.35514 -2.55699
C 4.59765 -0.53906 -2.76339
C 0.83892 -2.34259 -4.48943
H 5.31937 -1.09004 -3.35331
H 1.40981 -2.98492 -5.14638
C 4.62848 0.73765 -2.20214
C -0.38301 -1.68912 -4.56374
C 3.43892 0.87820 -1.50671
C -0.60011 -1.06724 -3.33662
H 5.41392 1.47037 -2.30713
H -1.03561 -1.66229 -5.40907
H 2.99554 1.64333 -0.90980
H -1.39295 -0.47571 -2.91402
H -0.12752 4.00388 1.00904
C -3.81978 3.10035 5.51202
C -3.54185 2.25624 4.29871
C -4.02080 2.61925 3.03517
C -3.65482 1.91006 1.89217
C -2.78326 0.80641 2.00627
C -2.39108 0.36365 3.27983
C -2.77132 1.09607 4.40157
S -2.11657 -0.07607 0.56804
O -3.04089 -1.15699 0.30075
O -1.98527 0.93960 -0.47832
O -0.79704 -0.53066 1.12609
H -3.47862 4.13940 5.41485
H -4.90161 3.13103 5.67106
H -3.33095 2.68696 6.40052
H -4.63306 3.51520 2.94344
H -4.02115 2.26097 0.92864
H -1.75691 -0.51182 3.42338
H -2.40779 0.79500 5.38348

Computed properties:
Spin multiplicity   5
DFT total energy   -47790.63638 eV
HOMO energy (spin up / spin down)   -15.1 / -15.1 eV
Total charge   +2
HOMO-LUMO gap (spin up / spin down)   0.33811 / 0.16373 hartree

The Löwdin scheme yields these atomic charges, measured in e:
1. H 0.13
2. N -0.09
3. B -0.43
4. N 0.03
5. C 0.08
6. Pt 1.41
7. H 0.16
8. C 0.07
9. H 0.13
10. C -0.02
11. H 0.14
12. C -0.05
13. H 0.01
14. H 0.00
15. H 0.04
16. N 0.00
17. N -0.03
18. N -0.18
19. N -0.16
20. C 0.00
21. C -0.01
22. H 0.15
23. H 0.14
24. C -0.01
25. C -0.01
26. C -0.09
27. C -0.04
28. H 0.12
29. H 0.11
30. H 0.11
31. H 0.12
32. H 0.01
33. C 0.01
34. C -0.17
35. C 0.04
36. C 0.03
37. C -0.15
38. C 0.01
39. C 0.04
40. S 0.46
41. O -0.25
42. O -0.33
43. O -0.44
44. H 0.12
45. H 0.12
46. H 0.10
47. H 0.14
48. H 0.14
49. H 0.13
50. H 0.14



(4)
Density functional theory data (ωB97M-V with the def2-TZVPD basis set) for a molecular structure, C45H34I2MnN3PTe.

Element x y z (Å)
Mn -0.15449 -0.11804 -0.04749
I -1.17339 -2.83707 0.29243
C -2.27171 -3.00199 2.05194
C -1.93986 -4.11899 2.77945
C -2.67842 -4.47986 3.92145
C -3.76505 -3.73560 4.25690
C -4.12515 -2.58281 3.51730
C -5.31247 -1.90442 3.88030
C -5.72345 -0.81249 3.18481
C -4.89742 -0.30593 2.16969
C -3.70829 -0.88953 1.79695
P -2.71984 0.17372 0.64725
C -3.66804 0.07394 -0.90406
C -4.23958 -1.14845 -1.25898
C -4.86112 -1.30577 -2.48710
C -4.93744 -0.24066 -3.37302
C -4.39541 0.98714 -3.02045
C -3.76411 1.14207 -1.79590
C -3.04186 1.84194 1.32912
C -4.02351 2.71107 0.85092
C -4.21524 3.95468 1.43551
C -3.44379 4.34362 2.52021
C -2.49078 3.47235 3.02832
C -2.29249 2.23537 2.43581
C -3.33708 -2.12907 2.41907
H -1.12282 -4.75177 2.46230
H -2.40019 -5.35828 4.48597
H -4.38803 -4.01735 5.09574
H -5.89297 -2.28867 4.70854
H -6.64597 -0.30582 3.42894
H -5.21101 0.61145 1.69851
H -4.21698 -1.98293 -0.57151
H -5.30522 -2.25697 -2.74693
H -5.43746 -0.36205 -4.32425
H -4.47386 1.83123 -3.69305
H -3.34845 2.10994 -1.54448
H -4.66298 2.42156 0.02854
H -4.98239 4.61159 1.04865
H -3.60193 5.30903 2.98070
H -1.90588 3.74732 3.89623
H -1.56281 1.56789 2.87379
C -0.10892 0.10213 5.58145
C -0.54515 -0.82504 4.64612
C -0.18697 -0.66510 3.31527
C 0.60443 0.41205 2.94755
C 1.06991 1.33773 3.87368
C 0.69479 1.17129 5.19622
N 0.90190 0.52961 1.53638
N 1.89785 1.21872 1.26513
C 2.23199 1.33708 -0.14193
C 2.62825 2.64217 -0.43183
C 3.01026 2.99380 -1.71467
C 3.06063 2.02141 -2.70367
C 2.73886 0.71002 -2.39596
C 2.30486 0.33259 -1.12048
H -0.38803 -0.00741 6.62030
H -1.15944 -1.66471 4.94225
H -0.50945 -1.37457 2.56737
H 1.69366 2.16544 3.57332
H 1.03327 1.87931 5.94024
H 2.62355 3.37361 0.36495
H 3.30360 4.01138 -1.93355
H 3.39796 2.27118 -3.70024
H 2.84476 -0.05668 -3.15326
Te 2.17381 -1.72869 -0.71971
C 4.10512 -1.85843 0.12409
C 4.99342 -0.79255 0.07114
C 6.27535 -0.95945 0.57865
C 6.65935 -2.17300 1.12789
C 5.76038 -3.22740 1.17768
C 4.47532 -3.07717 0.67822
H 4.71491 0.16065 -0.35368
H 6.97478 -0.13521 0.54146
H 7.66036 -2.29693 1.51698
H 6.05826 -4.17424 1.60718
H 3.78935 -3.91409 0.72557
I -0.79759 -0.34486 -2.85292
C -0.73447 1.62147 -2.20716
C -0.92741 2.69899 -3.05235
C -0.95896 3.95958 -2.47599
C -0.79809 4.08770 -1.10203
C -0.58226 2.95516 -0.34480
N -0.55236 1.73094 -0.89027
H -1.06348 2.54697 -4.11306
H -1.11398 4.83370 -3.09394
H -0.82968 5.05475 -0.62196
H -0.43378 3.00789 0.72456

Computed properties:
Spin multiplicity   2
DFT total energy   -115775.37273 eV
HOMO energy (spin up / spin down)   -12.8 / -12.8 eV
Total charge   +2
HOMO-LUMO gap (spin up / spin down)   0.24981 / 0.24803 hartree

The Löwdin scheme yields these atomic charges, measured in e:
1. Mn 0.03
2. I 1.14
3. C -0.61
4. C -0.15
5. C -0.05
6. C -0.01
7. C -0.15
8. C 0.00
9. C -0.03
10. C -0.06
11. C -0.28
12. P 1.05
13. C -0.40
14. C -0.11
15. C -0.06
16. C -0.06
17. C -0.07
18. C -0.17
19. C -0.37
20. C -0.10
21. C -0.05
22. C -0.05
23. C -0.06
24. C -0.11
25. C -0.20
26. H 0.09
27. H 0.12
28. H 0.13
29. H 0.13
30. H 0.12
31. H 0.10
32. H 0.09
33. H 0.12
34. H 0.12
35. H 0.12
36. H 0.09
37. H 0.10
38. H 0.12
39. H 0.12
40. H 0.11
41. H 0.08
42. C -0.04
43. C -0.04
44. C -0.05
45. C -0.25
46. C -0.01
47. C -0.05
48. N -0.03
49. N 0.13
50. C -0.32
51. C -0.02
52. C -0.03
53. C -0.04
54. C -0.15
55. C -0.56
56. H 0.12
57. H 0.11
58. H 0.03
59. H 0.12
60. H 0.12
61. H 0.13
62. H 0.12
63. H 0.12
64. H 0.10
65. Te 1.36
66. C -0.50
67. C -0.12
68. C -0.06
69. C -0.06
70. C -0.07
71. C -0.15
72. H 0.09
73. H 0.11
74. H 0.12
75. H 0.12
76. H 0.10
77. I 1.23
78. C -0.71
79. C -0.08
80. C -0.01
81. C -0.01
82. C -0.11
83. N -0.09
84. H 0.12
85. H 0.13
86. H 0.13
87. H 0.12



(5)
Density functional theory data (ωB97M-V with the def2-TZVPD basis set) for 3 unconnected molecules or ions with the total composition C4H7NO.

Element x y z (Å)
C -0.60652 -1.47341 -0.59576
C -1.64650 -0.64907 -0.47765
C -1.51466 0.76623 -0.69466
N -1.39640 1.90676 -0.86358
H -0.71870 -2.53702 -0.41528
H 0.38475 -1.11748 -0.85564
H -2.63420 -1.00403 -0.20034
H 0.66620 -0.02760 2.15451
H 0.00676 0.03870 2.49600
C 1.86439 1.03602 -0.13698
O 2.27374 0.05423 0.43562
H 2.19818 1.28770 -1.16199
H 1.12295 1.71897 0.31574

Computed properties:
Spin multiplicity   1
DFT total energy   -7796.20676 eV
HOMO energy   -10.4 eV
Structure (SMILES)   C=CC#N.[H][H].C=O
HOMO-LUMO gap   0.39107 hartree

The Löwdin scheme yields these atomic charges, measured in e:
1. C 0.04
2. C -0.17
3. C -0.24
4. N 0.15
5. H 0.07
6. H 0.05
7. H 0.10
8. H 0.02
9. H 0.05
10. C -0.16
11. O -0.06
12. H 0.09
13. H 0.06



(6)
Density functional theory data (ωB97M-V with the def2-TZVPD basis set) for 2 unconnected molecules or ions with the total composition C4H9O2.

Element x y z (Å)
C -0.94609 0.01336 -1.61210
C -0.27012 -1.24898 -0.95848
O 0.92875 -0.99674 -0.90994
O -1.01043 -2.22740 -0.75008
H -0.22976 0.86208 -1.73061
H -1.70125 0.37516 -0.87267
H -1.47187 -0.12078 -2.65564
C 0.71274 1.84726 1.19166
C 0.52329 1.69226 2.61908
H -0.22779 2.27564 0.64955
H 1.66449 2.41745 0.82574
H 0.83632 1.04965 0.48324
H 0.82595 0.66447 2.99901
H 1.24742 2.50410 3.14700
H -0.40898 1.94193 2.99349

Computed properties:
Spin multiplicity   1
DFT total energy   -8389.02290 eV
HOMO energy   -3.7 eV
Total charge   -1
HOMO-LUMO gap   0.27770 hartree

The Löwdin scheme yields these atomic charges, measured in e:
1. C -0.10
2. C -0.83
3. O -0.10
4. O -0.10
5. H 0.04
6. H 0.04
7. H 0.07
8. C -0.23
9. C -0.21
10. H 0.09
11. H 0.09
12. H 0.02
13. H 0.09
14. H 0.10
15. H 0.02



> Which formula does entry 6 have?

C4H9O2